{
  "formula": "C4H11N2S",
  "method": "ωB97M-V/def2-TZVPD",
  "species": ["C", "N", "C", "N", "C", "C", "S", "H", "H", "H", "H", "H", "H", "H", "H", "H", "H", "H"],
  "positions_angstrom": [[-0.249, -0.234, 0.262], [-0.060, 1.431, -0.531], [0.473, 2.408, 0.309], [1.903, 2.240, 0.762], [-1.108, -1.129, -0.588], [-0.684, -2.630, -0.439], [-1.820, -3.769, -1.239], [0.475, -0.908, 0.760], [-0.753, 0.156, 1.162], [0.545, 0.475, -0.392], [-0.017, 2.530, 1.315], [0.341, 3.371, -0.208], [1.919, 1.303, 1.136], [2.543, 2.451, 0.011], [-1.059, -1.080, -1.683], [-2.181, -1.002, -0.409], [0.336, -2.652, -0.850], [-0.605, -2.960, 0.623]],
  "forces_ev_per_a": [[-2.77, -0.33, 2.47], [-0.06, -2.32, -1.19], [1.17, 0.43, 2.68], [-1.39, 1.06, -0.16], [-0.53, -1.25, -0.63], [-0.11, 0.30, 0.94], [-0.10, -0.13, -0.34], [1.10, 0.79, -0.74], [-0.22, -0.08, -0.50], [1.42, 1.72, -1.64], [-0.30, -0.14, -0.70], [0.12, -0.36, -0.02], [0.82, -0.13, -0.24], [0.19, -0.76, -0.07], [0.43, 0.96, 0.15], [0.20, -0.03, 0.34], [-0.04, -0.25, -0.01], [0.06, 0.53, -0.34]],
  "charge": -1,
  "e_homo_ha": -0.0922,
  "energy_ev": -18138.311,
  "spin_multiplicity": 1,
  "de_lowest_ev": 4.787
}